ORCA calculation (ωB97M-V/def2-TZVPD) on a structure of composition C6H12Cl12F24P4V2.

```
60
Properties=species:S:1:pos:R:3:forces:R:3:mulliken_spin:R:1
V -4.63519 -5.37601 23.93225 -2.384 1.382 0.809 3.00
V -5.33726 -4.79986 29.30966 -0.995 -0.464 1.217 2.90
P -7.21307 -4.40294 31.40197 -2.606 1.203 2.951 0.00
F -7.37714 -4.42415 29.78188 -0.466 0.025 -1.141 0.00
F -5.94141 -3.37264 31.05684 -0.026 0.625 0.383 0.01
F -8.25485 -3.15901 31.55471 1.347 -1.528 -0.217 0.00
F -6.81645 -4.42450 32.98269 -0.784 0.239 -1.593 0.00
F -8.39362 -5.54053 31.52870 1.526 1.549 0.080 0.00
F -6.10531 -5.53612 31.16353 1.487 -2.176 -0.287 0.00
P -4.93780 -3.16170 26.94295 -1.999 3.009 2.618 0.01
F -3.80588 -1.99605 26.82247 -1.177 -1.811 -0.638 0.00
F -3.94639 -4.17147 27.74008 1.859 -0.878 -0.925 0.01
F -5.27139 -2.74524 28.47010 -0.356 2.667 0.725 0.01
F -6.12166 -4.19186 27.21054 -0.833 -1.998 -0.775 0.01
F -6.11801 -2.24551 26.30682 2.081 0.018 -0.337 0.00
F -4.55421 -3.97546 25.62467 0.901 -0.093 -2.474 -0.03
P -5.53099 -7.53013 27.76472 -1.042 -4.005 -1.384 0.00
F -5.41181 -6.52503 26.50725 1.429 1.544 -1.012 0.01
F -4.32630 -8.43633 27.14667 -0.017 0.809 0.742 0.00
F -4.43884 -6.71223 28.68731 0.580 0.105 -0.324 0.01
F -5.83575 -8.55856 28.94503 0.493 0.530 -0.337 0.00
F -6.59546 -6.48692 28.39098 -0.833 -0.276 -0.259 0.01
F -6.54543 -8.35125 26.76030 -0.231 0.651 1.388 0.00
P -7.23478 -4.42755 22.64536 -5.180 2.542 -2.756 0.00
F -7.59101 -4.35987 21.06011 -0.485 0.001 1.543 0.00
F -8.76047 -4.56967 23.25891 2.039 -0.486 -1.279 0.00
F -7.00862 -5.98135 22.50483 0.483 -1.575 0.045 0.00
F -6.65035 -4.58988 24.13045 1.738 -0.522 2.773 -0.01
F -5.69836 -4.14965 22.20560 3.315 -0.840 0.272 0.01
F -7.35466 -2.84580 22.82648 0.015 -0.243 0.134 0.00
C -9.24855 -3.49965 26.26075 -0.516 0.296 0.288 0.00
Cl -9.46521 -3.55940 28.01946 -0.234 -0.003 -0.127 0.00
Cl -10.85408 -3.39845 25.40376 1.136 -0.142 0.439 0.00
H -8.68266 -2.58384 26.08999 -0.220 -0.268 -0.409 0.00
H -8.69326 -4.40033 25.99899 -0.384 0.213 -0.346 0.00
C -1.29767 -5.30881 31.04934 1.230 -0.369 -0.322 0.02
Cl -2.90013 -4.77726 30.47248 0.854 0.165 0.667 0.01
Cl 0.08143 -4.60156 30.05946 -1.177 -0.399 0.769 0.00
H -1.14626 -5.06407 32.10066 -0.270 0.612 -0.319 0.00
H -1.18539 -6.39171 30.99632 -0.355 0.172 -0.489 0.00
C -0.53573 -6.55930 25.86997 0.099 -0.343 0.216 0.00
Cl 0.00149 -7.71030 27.12824 -0.107 0.645 -0.380 0.00
Cl -1.63886 -5.29604 26.51407 0.069 -0.529 -0.419 0.00
H 0.30883 -6.03543 25.42232 -0.037 -0.250 0.252 0.00
H -1.05491 -7.17471 25.13524 -0.041 0.326 0.104 0.00
C -2.39691 -1.12337 23.99928 -0.852 0.195 0.837 0.00
Cl -4.14206 -1.29150 23.53672 0.539 -0.128 -0.241 0.00
Cl -1.29651 -0.94398 22.65768 -0.058 -0.288 -0.086 0.00
H -2.32656 -0.23296 24.62403 -0.068 -0.113 -0.148 0.00
H -2.22939 -2.00210 24.62206 0.492 0.099 -0.356 0.00
C -5.08372 1.06624 25.81905 -0.590 0.817 0.112 0.00
Cl -6.30056 2.34193 26.28596 0.488 -0.980 -0.493 0.00
Cl -3.50353 1.61861 26.48043 -0.417 -0.761 -0.358 0.00
H -5.42499 0.09333 26.17274 0.348 0.335 0.636 0.00
H -5.03141 0.95700 24.73580 0.126 0.650 0.180 0.00
C -2.11062 -0.41987 30.09247 0.100 -0.084 0.395 0.00
Cl -3.70919 -1.05925 30.39802 -0.588 -0.332 -0.510 0.00
Cl -1.77470 0.62811 31.49945 0.697 0.009 -0.477 0.00
H -1.43868 -1.27604 30.03271 0.165 0.288 0.352 0.00
H -2.04524 0.13441 29.15621 -0.309 0.166 0.290 0.00
```
Positions in Å, forces in eV/Å.

Properties
**Multiplicity**: 7
**E_tot**: -310456.442 eV
**HOMO (spin up / spin down)**: -9.938 / -10.414 eV

=====

ORCA calculation (ωB97M-V/def2-TZVPD) on a structure of composition C6H12Cl3NaO18.

```
40
Properties=species:S:1:pos:R:3:forces:R:3:nbo_charge:R:1
Na 1.10797 -1.12186 0.72816 0.118 -0.335 0.445 0.95
Cl 0.80303 -4.68125 2.19538 -1.016 1.305 1.987 2.53
O -0.33259 -5.25255 2.94201 0.802 -0.750 -1.407 -0.88
O 1.40536 -3.76702 3.13591 1.363 -0.593 0.064 -0.87
O 1.70069 -5.66931 1.63455 -0.371 -0.051 0.764 -0.85
O 0.33348 -3.84672 1.12826 -0.805 0.283 -1.512 -0.92
Cl 4.08092 -0.72514 0.02136 1.727 -2.602 2.587 2.56
O 5.44258 -0.28679 -0.18735 -0.235 0.106 0.414 -0.87
O 3.21986 0.39858 0.02555 -1.753 1.896 -0.866 -0.92
O 3.76011 -1.70919 -0.93929 -0.795 -0.266 -2.453 -0.87
O 3.84887 -1.42240 1.28852 0.768 1.037 0.037 -0.88
Cl -0.03622 1.21076 4.04336 -2.306 -3.606 0.186 2.50
O 0.40670 0.26787 2.96781 0.736 1.501 1.436 -0.89
O 0.21415 0.69206 5.39872 -0.284 -0.133 -1.616 -0.85
O 0.58716 2.47904 4.01027 0.599 1.453 -1.153 -0.85
O -1.49690 1.27262 3.79093 1.182 0.919 0.685 -0.89
C -2.68708 -1.74207 -2.98767 -3.815 0.808 -0.948 -0.25
O -1.62602 -2.42313 -2.54843 4.808 0.642 0.461 -0.48
C -0.46288 -1.67507 -2.48693 2.370 -0.729 2.911 0.99
O 0.47110 -2.07329 -1.75140 -3.051 1.774 -3.064 -0.60
O -0.50541 -0.45750 -3.17878 -1.199 -2.834 1.022 -0.53
C 0.68770 0.27972 -3.27101 0.887 0.396 0.390 -0.26
H -2.72787 -1.58190 -4.06507 0.333 0.158 -0.187 0.16
H -2.85037 -0.79608 -2.47139 0.051 0.037 0.013 0.19
H -3.51787 -2.41151 -2.76466 -0.353 0.229 0.026 0.18
H 0.94937 0.29371 -4.32905 0.361 0.045 0.151 0.17
H 1.46565 -0.11618 -2.61821 0.113 -0.388 -0.338 0.24
H 0.54503 1.29551 -2.90236 -0.470 0.034 -0.170 0.18
C -3.21960 3.23271 0.61586 0.150 1.815 0.064 -0.24
O -2.72351 2.07115 0.04966 2.127 -2.859 -0.519 -0.53
C -1.35913 1.71753 0.09645 0.261 1.375 0.820 1.03
O -0.91261 0.62997 -0.17886 -1.062 1.320 -0.125 -0.62
O -0.60737 2.80627 0.50642 -0.943 -1.172 -1.205 -0.53
C 0.74141 2.98719 0.02751 0.708 0.735 1.123 -0.27
H -2.62783 4.06712 0.23948 0.150 0.262 0.516 0.18
H -3.27068 3.21641 1.70454 0.358 -0.137 -0.005 0.21
H -4.22103 3.44625 0.24219 -0.136 -0.650 -0.163 0.17
H 1.05785 3.88424 0.55974 -0.195 0.193 -0.041 0.20
H 0.84983 3.22611 -1.03044 -0.561 -0.443 -0.154 0.17
H 1.50614 2.28433 0.35806 -0.619 -0.778 -0.175 0.24
```
Positions in Å, forces in eV/Å.

Properties
**Multiplicity**: 1
**Total charge**: -2
**E_tot**: -85235.789 eV
**HOMO**: -3.489 eV

=====

ORCA calculation (ωB97M-V/def2-TZVPD) on a cluster of 3 separate species, C6H12Cl6 in total.

```
24
Properties=species:S:1:pos:R:3:forces:R:3:nbo_charge:R:1
Cl 6.43120 3.36510 -1.79863 0.081 -0.192 -0.026 -0.07
C 4.66915 3.65906 -1.81079 0.575 0.200 0.491 -0.39
C 4.36835 5.01336 -1.23868 -0.553 1.038 -0.492 -0.40
Cl 4.55884 5.16731 0.51154 -0.027 -0.348 0.384 -0.05
H 4.20545 2.91804 -1.15966 -0.005 -0.171 -0.375 0.23
H 4.34728 3.59163 -2.84999 -0.125 -0.054 0.205 0.23
H 3.33358 5.24780 -1.48849 -0.133 -0.031 0.225 0.22
H 4.95498 5.84930 -1.61972 0.187 -0.444 -0.413 0.23
Cl -3.03295 1.00748 0.89722 -0.495 -0.412 -0.507 -0.08
C -2.77443 2.18989 2.20413 1.582 -0.366 -0.872 -0.38
C -1.23293 2.14820 2.37202 -0.914 0.377 1.133 -0.37
Cl -0.80601 3.20248 3.76021 0.107 0.278 0.106 -0.08
H -3.35747 1.83320 3.05321 0.268 0.506 0.007 0.23
H -3.03425 3.15673 1.77303 -0.377 -0.074 0.582 0.22
H -0.73112 2.56263 1.49765 -0.096 -0.370 0.080 0.22
H -0.88111 1.16478 2.68378 -0.073 0.059 -0.529 0.23
Cl -0.84318 -7.66653 -0.69397 -0.412 -0.178 0.180 -0.07
C -2.50708 -7.20223 -1.21543 1.109 1.696 -0.038 -0.38
C -2.88486 -5.80253 -0.66781 -0.845 -1.089 0.069 -0.38
Cl -3.03942 -5.81022 1.13430 0.151 0.151 -0.677 -0.07
H -3.23631 -7.97791 -0.98160 0.253 0.157 0.045 0.23
H -2.35162 -7.03921 -2.28189 -0.536 -0.385 -0.093 0.22
H -3.87989 -5.61276 -1.07029 -0.152 0.073 0.208 0.22
H -2.27618 -4.96561 -1.01014 0.433 -0.423 0.307 0.23
```
Positions in Å, forces in eV/Å.

Properties
**Multiplicity**: 1
**E_tot**: -81551.339 eV
**SMILES**: ClCCCl.ClCCCl.ClCCCl
**HOMO**: -10.811 eV

=====

ORCA calculation (ωB97M-V/def2-TZVPD) on a cluster of 3 separate species, C6H12Cl6 in total.

```
24
Properties=species:S:1:pos:R:3:forces:R:3:nbo_charge:R:1
Cl -12.96554 -6.70274 13.22419 0.037 0.325 -0.202 -0.06
C -12.30682 -5.30467 12.30572 0.065 -0.059 0.009 -0.39
C -11.91407 -5.64807 10.87619 -0.252 0.134 0.234 -0.39
Cl -10.92575 -7.12742 10.75499 0.009 0.289 -0.054 -0.05
H -11.45614 -4.89865 12.85078 -0.007 -0.290 0.066 0.22
H -13.08126 -4.53957 12.29533 -0.055 -0.057 -0.077 0.22
H -11.34339 -4.80375 10.49200 0.140 -0.119 -0.068 0.22
H -12.79082 -5.76654 10.24489 0.000 -0.230 0.036 0.22
Cl -9.20404 -2.89984 18.29858 -0.034 -0.314 0.380 -0.04
C -9.15728 -2.05662 16.75658 0.318 0.905 -0.402 -0.41
C -9.01415 -0.55275 16.92927 -0.393 0.398 0.862 -0.37
Cl -10.36963 0.11502 17.93048 0.126 -0.085 -0.269 -0.08
H -10.06771 -2.27361 16.20712 0.041 -0.180 -0.063 0.22
H -8.27240 -2.41721 16.23721 -0.162 -0.110 -0.239 0.23
H -9.04309 0.02584 16.01096 -0.009 -0.388 -0.276 0.23
H -8.11927 -0.26467 17.47505 0.107 -0.268 -0.033 0.22
Cl -10.83158 -7.26085 17.76894 -0.231 -0.088 0.185 -0.05
C -9.69672 -6.63916 16.56315 0.721 0.026 0.019 -0.39
C -10.39310 -5.61908 15.69528 -1.074 -0.525 0.276 -0.41
Cl -9.29194 -4.93063 14.50476 0.355 0.286 -0.156 -0.06
H -9.30444 -7.48865 16.00794 -0.226 0.054 -0.212 0.22
H -8.84712 -6.20980 17.09421 -0.164 0.172 0.036 0.22
H -10.87116 -4.85411 16.30725 0.464 0.251 0.004 0.22
H -11.21840 -6.08036 15.15067 0.222 -0.125 -0.055 0.23
```
Positions in Å, forces in eV/Å.

Properties
**Multiplicity**: 1
**E_tot**: -81551.802 eV
**SMILES**: ClCCCl.ClCCCl.ClCCCl
**HOMO**: -10.746 eV